DFT (ωB97M-V/def2-TZVPD) results for C25H41N18OPbS3 as an isolated structure.

Its total charge is -1. The HOMO-LUMO gap comes out at 7.342 eV. The value obtained for the total energy is -93215.5677 eV. The LUMO energy is 2.36 eV.

Last column: Löwdin charge in e.
CARTESIAN COORDINATES (ANGSTROEM)
Pb1 0.39893 -0.98568 -0.82144  1.108
C1 2.95957 1.40895 2.51552  -0.208
C2 3.38728 1.60999 1.03950  -0.204
N1 2.27401 1.81405 0.13583  -0.080
C3 1.78489 3.15669 -0.02402  -0.301
C4 1.08786 3.76326 1.19825  -0.464
S1 -0.35808 2.89617 1.89469  0.811
C5 0.24229 2.42750 3.54546  -0.489
C6 0.83145 1.01281 3.68917  -0.313
N2 1.72780 0.66976 2.63248  -0.075
H1 3.79486 0.94118 3.05636  0.111
H2 2.80844 2.38855 2.97618  0.085
H3 4.10014 2.45224 1.00347  0.110
H4 3.92504 0.72214 0.71413  0.082
H5 2.41651 1.36613 -0.75786  0.060
H6 2.59864 3.86742 -0.26963  0.110
H7 1.08488 3.15555 -0.86060  0.074
H8 1.79838 3.90372 2.01350  0.054
H9 0.73612 4.75560 0.90946  0.060
H10 0.96513 3.18285 3.86120  0.057
H11 -0.61716 2.52373 4.21216  0.056
H12 1.28547 0.97176 4.70058  0.107
H13 0.01672 0.28563 3.66978  0.097
H14 1.82830 -0.32329 2.47352  0.060
N3 0.87807 -3.26703 -4.76303  0.058
C7 0.20488 -2.85185 -3.64783  -0.907
S2 0.84819 -3.38197 -2.11640  0.470
N4 -0.87476 -2.14564 -3.86722  -0.028
N5 -1.42212 -1.68124 -2.71634  -0.122
C8 -2.66113 -1.38268 -2.73923  -0.111
C9 -3.36323 -0.95739 -1.51503  -0.309
C10 -4.61548 -0.35407 -1.60420  -0.041
C11 -5.24023 0.07007 -0.44545  -0.080
C12 -4.60307 -0.12211 0.76952  -0.071
C13 -3.37134 -0.76074 0.76575  -0.143
N6 -2.77397 -1.19090 -0.33850  0.083
H15 1.82893 -3.54955 -4.60386  0.064
H16 0.70538 -2.71598 -5.58990  0.087
H17 -3.23306 -1.46917 -3.66356  0.115
H18 -5.06645 -0.19512 -2.57582  0.107
H19 -6.20435 0.56215 -0.49061  0.101
H20 -5.04172 0.21806 1.69825  0.097
H21 -2.82997 -0.93813 1.69217  0.104
N7 3.74706 -1.30238 -2.55551  0.135
C14 2.81363 -0.55138 -3.22479  -0.497
N8 2.99646 -0.16231 -4.48220  0.024
N9 1.89437 0.54761 -4.77504  -0.076
N10 1.10542 0.58220 -3.76014  -0.102
N11 1.65240 -0.11030 -2.73459  -0.095
C15 3.79461 -1.54600 -1.19664  -0.522
N12 4.89134 -1.98308 -0.59772  0.017
N13 4.54053 -2.08183 0.70142  -0.103
N14 3.31274 -1.71984 0.86271  -0.082
N15 2.79610 -1.36516 -0.33901  -0.133
H22 4.59087 -1.50021 -3.06259  0.131
O1 0.12995 -1.88832 1.97151  -0.055
C16 0.20618 -3.06757 2.26569  -0.510
C17 -0.94318 -4.02166 2.06740  -0.086
C18 -1.45874 -4.33338 3.50299  -0.172
C19 -1.17274 -3.23713 4.56177  -0.188
C20 0.21563 -3.30041 5.23572  -0.176
C21 1.38664 -2.90343 4.32260  -0.167
N16 1.23423 -3.57367 3.03126  0.074
H23 -0.62577 -4.93424 1.55860  0.121
H24 -1.69964 -3.53277 1.45565  0.109
H25 -1.01573 -5.27006 3.85205  0.102
H26 -2.53510 -4.50338 3.45366  0.103
H27 -1.92784 -3.31939 5.34576  0.104
H28 -1.31010 -2.24974 4.11019  0.108
H29 0.37808 -4.32523 5.59064  0.105
H30 0.21538 -2.65856 6.12212  0.106
H31 2.34293 -3.17972 4.76513  0.117
H32 1.40371 -1.83161 4.13645  0.099
H33 1.19459 -4.57857 3.12524  0.128
C22 -3.09694 4.69857 -2.24241  -0.082
N17 -2.37720 3.85691 -3.15930  -0.178
C23 -1.98047 4.35339 -4.46640  -0.134
C24 -1.02446 3.26320 -4.98247  -0.136
N18 -0.87790 2.40053 -3.82615  0.019
C25 -1.61523 2.78430 -2.78047  -0.803
S3 -1.59049 2.06925 -1.26964  0.610
H34 -4.11204 4.88529 -2.60319  0.082
H35 -2.59019 5.66286 -2.11456  0.086
H36 -3.14219 4.19280 -1.28012  0.041
H37 -1.48276 5.32568 -4.37093  0.114
H38 -2.85001 4.48640 -5.11378  0.113
H39 -0.06212 3.67469 -5.28779  0.113
H40 -1.44205 2.71987 -5.83251  0.112
H41 -0.15200 1.67430 -3.73702  0.041


DFT (ωB97M-V/def2-TZVPD) results for C25H43AsCl2IN7O7S2Si2Tc as an isolated structure at a distorted geometry.

As for the multiplicity: 4. Its total charge is +2. The HOMO-LUMO gap (alpha / beta) comes out at 7.105 / 6.501 eV. The relative energy (zero: lowest compared OMol25 entry of this formula, charge and spin) is 166.83 kJ/mol. The value obtained for the total energy is -184977.7534 eV. The LUMO energy (alpha / beta) is -6.32 / -7.09 eV.

Last column: Löwdin charge in e.
CARTESIAN COORDINATES (ANGSTROEM)
Tc1 -0.08876 0.46000 -0.69151  1.164
Cl1 0.03881 -2.61561 2.47675  0.551
C1 0.58046 -3.89115 1.37590  -0.927
Cl2 0.70668 -3.34179 -0.30044  0.580
H1 -0.14173 -4.69810 1.42822  0.036
H2 1.56157 -4.21126 1.70869  0.041
N1 -3.84589 6.48562 -2.68748  0.230
C2 -3.36234 5.47407 -2.44099  -0.140
C3 -2.72339 4.23755 -2.12748  -0.172
C4 -1.58393 3.83524 -2.82601  0.034
C5 -0.96174 2.66006 -2.47527  -0.136
N2 -1.38941 1.86283 -1.47421  -0.136
C6 -2.51033 2.24495 -0.83122  -0.109
C7 -3.19464 3.40393 -1.11261  0.034
H3 -1.19937 4.43961 -3.63516  0.143
H4 -0.09174 2.31934 -3.02131  0.094
H5 -2.88207 1.57848 -0.06482  0.104
H6 -4.08531 3.65606 -0.55568  0.139
C8 3.81963 -1.21812 -3.09987  -0.199
Si1 2.26489 -1.73195 -4.00223  0.428
C9 1.82108 -3.55748 -4.04152  -0.199
C10 2.04843 -0.88985 -5.67809  -0.218
As1 0.27673 -0.67700 -2.79586  0.851
Si2 -1.59597 -0.59881 -4.38929  0.350
C11 -1.67977 -2.26961 -5.25915  -0.207
C12 -3.21135 -0.33912 -3.42868  -0.202
C13 -1.27583 0.84510 -5.56446  -0.200
H7 4.68968 -1.67699 -3.57524  0.051
H8 3.80848 -1.54142 -2.05875  -0.008
H9 3.95729 -0.13661 -3.13392  0.040
H10 2.56895 -4.11482 -4.60904  0.049
H11 0.85342 -3.71930 -4.51698  0.018
H12 1.78668 -3.98130 -3.03746  0.009
H13 2.86150 -1.17029 -6.35023  0.048
H14 2.06625 0.19602 -5.57867  0.029
H15 1.11187 -1.18009 -6.15463  0.011
H16 -1.75745 -3.09336 -4.54785  0.032
H17 -0.81802 -2.45487 -5.90004  0.020
H18 -2.56841 -2.30032 -5.89265  0.048
H19 -3.71555 -1.28952 -3.24838  0.034
H20 -3.89638 0.28103 -4.00989  0.046
H21 -3.06032 0.14653 -2.46717  -0.017
H22 -0.25019 0.86262 -5.93114  0.014
H23 -1.48215 1.80391 -5.08906  0.009
H24 -1.93327 0.76568 -6.43227  0.050
C14 3.04217 -0.23322 2.27125  -0.190
S1 2.94771 -0.31928 0.42749  0.761
O1 1.26577 2.39099 -0.39864  -0.012
O2 3.47784 -1.62915 0.06875  -0.491
O3 1.36925 -0.36739 0.29537  -0.770
H25 3.73072 0.57338 2.51868  0.049
H26 3.43006 -1.18036 2.63843  0.060
H27 2.05609 -0.02810 2.68409  0.020
C15 -2.14490 4.75007 8.06011  -0.106
C16 -1.81235 4.35556 6.62661  -0.296
S2 -0.48451 5.44519 6.07312  0.648
O4 -0.94671 6.79657 6.08298  -0.277
O5 0.72038 5.07448 6.76019  -0.292
C17 -0.22514 4.97424 4.31628  -0.177
C18 0.81061 3.85519 4.25030  -0.128
N3 0.71750 3.10430 2.99412  0.075
C19 -0.08975 2.06548 2.72531  -0.285
N4 -0.02049 1.70966 1.43382  0.121
C20 0.89171 2.52132 0.87762  -0.349
C21 1.35962 3.42038 1.80610  -0.063
N5 2.35034 4.38321 1.53746  -0.290
O6 2.73676 5.13682 2.38981  0.167
O7 2.76050 4.36714 0.36215  0.082
C22 -0.89025 1.33586 3.74161  0.034
H28 -2.90267 4.09098 8.47862  0.086
H29 -2.51294 5.77393 8.08717  0.086
H30 -1.24871 4.69200 8.67673  0.086
H31 -2.65817 4.49999 5.95503  0.101
H32 -1.42964 3.33583 6.56627  0.091
H33 0.10379 5.88210 3.81310  0.111
H34 -1.19876 4.67132 3.92899  0.101
H35 0.67103 3.16860 5.08287  0.117
H36 1.80703 4.27637 4.32823  0.129
H37 1.96898 3.09883 -0.51010  0.133
H38 -0.43754 1.43464 4.72591  0.092
H39 -0.91610 0.27507 3.49381  0.069
H40 -1.91140 1.71761 3.81089  0.104
I1 -4.40688 -4.00562 -0.38498  0.953
C23 -3.15959 -2.40358 0.03720  -0.735
C24 -3.19181 -1.55650 1.12644  -0.105
N6 -2.23079 -0.64047 0.93387  -0.002
N7 -1.55998 -0.86108 -0.21686  -0.171
C25 -2.11852 -1.93894 -0.76676  -0.263
H41 -3.84816 -1.54222 1.97964  0.139
H42 -1.88227 0.04479 1.58449  0.105
H43 -1.76508 -2.34959 -1.69554  0.066


> Which of these has the lowest total charge?

C25H41N18OPbS3


> What is the formula in the first record?

C25H41N18OPbS3